Entry from the OMol25 dataset: the molecule C4H8O2 (wB97M-V/def2-TZVPD).

Output
Electronic energy = -307.57141 Eh
Gap between HOMO and LUMO = 9.4247 eV

Structure (ORCA input):
```
! wB97M-V def2-TZVPD RIJCOSX def2/J DEFGRID3
* xyz 0 1
C -0.1356 1.8976 -1.1431
C 0.0434 0.4133 -0.9235
O 1.1997 -0.0824 -1.5455
C -0.2339 0.0736 0.4891
O 0.4734 -0.9845 0.8146
C -0.2233 -1.6665 1.8716
H -1.0812 2.2001 -0.6832
H -0.1432 2.1388 -2.2062
H 0.6785 2.4358 -0.6504
H -0.8718 -0.1078 -1.3109
H 1.4954 -0.8390 -1.0180
H -0.1531 -1.0936 2.7964
H 0.2213 -2.6551 1.9412
H -1.2696 -1.7303 1.5679
*
```